[1]
A single C3H10NO2P molecule at a distorted geometry, computed with ωB97M-V/def2-TZVPD.

As for the HOMO energy: -9.76 eV. The value obtained for the relative energy (zero: lowest compared OMol25 entry of this formula, charge and spin) is 260.97 kJ/mol. Its LUMO energy is 0.70 eV.

CARTESIAN COORDINATES (ANGSTROEM)
C1 -0.743 -0.494 0.927
C2 0.057 0.273 -0.147
C3 1.500 -0.261 -0.238
N1 0.130 1.727 0.240
P1 -0.774 0.211 -1.779
O1 -0.132 0.911 -2.876
O2 -2.226 0.800 -1.472
H1 -1.724 -0.048 0.918
H2 -0.233 -0.460 1.812
H3 -0.808 -1.635 0.745
H4 2.121 -0.144 0.549
H5 1.922 0.170 -1.030
H6 1.393 -1.259 -0.507
H7 0.334 1.937 1.194
H8 0.766 2.114 -0.413
H9 -1.106 -1.421 -1.917
H10 -2.241 1.166 -0.607

Cartesian forces (eV/Å) of the 6 atoms listed first:
C -0.69 -1.71 -3.31
C 1.39 0.55 2.08
C -4.13 -0.92 -0.52
N -1.84 -1.34 -1.25
P -1.29 -2.82 0.75
O 0.89 0.00 -0.82



[2]
A molecular structure, C43H65AsCaGeN2O9P2Si, computed with ωB97M-V/def2-TZVPD.

As for the HOMO energy: -8.24 eV. The value obtained for the relative energy (zero: lowest compared OMol25 entry of this formula, charge and spin) is 145.81 kJ/mol. Its LUMO energy is 0.56 eV.

CARTESIAN COORDINATES (ANGSTROEM)
Ca1 -0.321 -0.222 0.472
C1 3.712 -0.152 2.746
C2 3.095 0.525 1.529
O1 4.133 1.421 0.971
P1 1.633 1.604 2.178
O2 2.629 3.117 1.779
O3 0.690 -0.110 2.460
O4 0.750 1.860 0.789
P2 2.969 -0.725 0.121
O5 3.518 0.427 -0.997
O6 4.001 -1.752 0.323
O7 1.606 -1.091 -0.373
H1 3.871 0.573 3.548
H2 4.663 -0.604 2.470
H3 3.046 -0.934 3.107
H4 3.790 2.359 1.252
H5 2.779 3.573 2.614
H6 0.561 -0.117 3.410
H7 3.954 1.188 -0.133
O8 -2.434 0.854 0.512
N1 -3.283 0.644 -0.414
N2 -2.918 -0.235 -1.262
O9 -1.768 -0.855 -1.203
C3 -3.792 -0.535 -2.362
C4 -3.302 -1.344 -3.373
C5 -4.127 -1.666 -4.441
C6 -5.428 -1.188 -4.493
C7 -5.904 -0.380 -3.468
C8 -5.091 -0.049 -2.396
H8 -2.290 -1.714 -3.301
H9 -3.747 -2.298 -5.233
H10 -6.070 -1.444 -5.325
H11 -6.919 -0.007 -3.498
H12 -5.456 0.570 -1.589
C9 1.221 0.639 -2.756
Si1 3.067 0.776 -2.618
C10 3.918 -0.511 -3.698
C11 5.442 -0.361 -3.674
C12 3.405 -0.399 -5.141
C13 3.551 -1.906 -3.162
C14 3.575 2.592 -2.771
C15 2.568 3.426 -1.957
C16 3.505 3.041 -4.238
C17 4.987 2.867 -2.236
H13 0.866 1.101 -3.682
H14 0.761 1.172 -1.923
H15 0.882 -0.395 -2.731
H16 5.768 0.572 -4.137
H17 5.899 -1.182 -4.238
H18 5.835 -0.402 -2.656
H19 3.698 0.537 -5.616
H20 2.316 -0.483 -5.193
H21 3.821 -1.216 -5.740
H22 3.930 -2.074 -2.153
H23 4.006 -2.663 -3.811
H24 2.474 -2.080 -3.157
H25 1.568 3.388 -2.395
H26 2.885 4.474 -1.948
H27 2.489 3.101 -0.915
H28 2.546 2.793 -4.701
H29 4.297 2.589 -4.836
H30 3.627 4.127 -4.298
H31 5.082 2.648 -1.171
H32 5.221 3.929 -2.365
H33 5.750 2.295 -2.762
C18 -2.447 7.078 -1.113
C19 -2.300 5.635 -0.649
C20 -1.360 4.820 -1.533
C21 -1.181 3.383 -1.035
Ge1 -0.309 3.395 0.706
C22 -1.462 3.361 2.277
C23 -1.161 4.495 3.257
C24 -2.117 4.539 4.448
C25 -3.548 4.902 4.063
H34 -3.142 7.633 -0.482
H35 -2.820 7.118 -2.138
H36 -1.486 7.595 -1.089
H37 -3.279 5.147 -0.624
H38 -1.935 5.624 0.386
H39 -0.390 5.329 -1.583
H40 -1.750 4.809 -2.556
H41 -0.581 2.800 -1.735
H42 -2.143 2.884 -0.935
H43 0.678 4.570 0.747
H44 -1.336 2.389 2.763
H45 -2.491 3.386 1.915
H46 -1.195 5.461 2.739
H47 -0.135 4.388 3.623
H48 -1.744 5.264 5.175
H49 -2.105 3.566 4.949
H50 -3.576 5.864 3.546
H51 -4.185 4.978 4.945
H52 -3.991 4.155 3.403
C26 0.438 -8.497 -0.955
C27 1.423 -7.529 -1.098
C28 1.081 -6.185 -1.096
C29 -0.246 -5.796 -0.931
C30 -1.229 -6.769 -0.790
C31 -0.887 -8.115 -0.805
As1 -0.620 -3.876 -0.944
C32 -2.488 -3.822 -0.429
C33 -3.585 -3.954 -1.265
C34 -4.862 -3.716 -0.773
C35 -5.034 -3.328 0.551
C36 -3.938 -3.190 1.391
C37 -2.659 -3.444 0.910
C38 -1.403 -3.334 1.687
C39 -1.307 -3.101 3.057
C40 -0.063 -3.107 3.669
C41 1.092 -3.312 2.922
C42 1.011 -3.509 1.551
C43 -0.236 -3.540 0.940
H53 0.704 -9.547 -0.962
H54 2.459 -7.821 -1.217
H55 1.855 -5.435 -1.223
H56 -2.264 -6.478 -0.655
H57 -1.659 -8.866 -0.693
H58 -3.452 -4.224 -2.306
H59 -5.721 -3.813 -1.425
H60 -6.028 -3.126 0.928
H61 -4.086 -2.877 2.418
H62 -2.199 -2.944 3.651
H63 0.009 -2.951 4.739
H64 2.060 -3.308 3.406
H65 1.916 -3.626 0.968

Cartesian forces (eV/Å) of the 6 atoms listed first:
Ca -0.48 -0.62 -0.22
C -0.06 -0.02 0.02
C 0.07 -0.07 0.24
O -0.09 0.35 0.14
P 0.17 -0.23 0.22
O 0.33 0.01 -0.05



[3]
11 unconnected molecules or ions with the total composition C18H61N3O11 at a distorted geometry, computed with ωB97M-V/def2-TZVPD.

As for the HOMO energy: -9.01 eV. The value obtained for the relative energy (zero: lowest compared OMol25 entry of this formula, charge and spin) is 0.00 kJ/mol. Its LUMO energy is 0.36 eV.

CARTESIAN COORDINATES (ANGSTROEM)
C1 -18.726 0.796 3.756
O1 -17.778 1.706 3.187
C2 -16.484 1.629 3.727
C3 -15.615 2.719 3.068
C4 -14.181 2.552 3.566
N1 -16.025 4.110 3.355
H1 -18.944 1.034 4.782
H2 -18.337 -0.217 3.627
H3 -19.622 0.912 3.184
H4 -16.555 1.770 4.816
H5 -16.022 0.609 3.544
H6 -15.714 2.597 1.996
H7 -13.865 1.552 3.305
H8 -14.307 2.565 4.683
H9 -13.504 3.314 3.262
H10 -16.202 4.269 4.373
H11 -16.888 4.277 2.896
C5 -20.051 4.132 9.816
O2 -20.781 3.248 8.924
C6 -21.871 2.526 9.481
C7 -22.414 1.534 8.425
C8 -21.372 0.527 8.091
N2 -22.674 2.404 7.237
H12 -20.467 5.173 9.901
H13 -19.036 4.311 9.552
H14 -20.059 3.679 10.811
H15 -21.613 1.950 10.351
H16 -22.640 3.264 9.693
H17 -23.323 1.048 8.806
H18 -21.566 -0.119 7.226
H19 -21.283 -0.176 8.948
H20 -20.394 0.913 7.929
H21 -21.914 3.099 7.209
H22 -22.586 1.808 6.405
C9 -21.623 -5.317 8.859
O3 -21.963 -4.014 8.342
C10 -23.184 -4.137 7.580
C11 -23.751 -2.690 7.386
C12 -23.949 -2.106 8.777
N3 -24.993 -2.854 6.725
H23 -21.297 -6.029 8.029
H24 -22.391 -5.759 9.503
H25 -20.676 -5.246 9.377
H26 -22.909 -4.519 6.592
H27 -23.826 -4.843 8.114
H28 -22.973 -2.176 6.767
H29 -24.318 -1.103 8.704
H30 -23.005 -2.143 9.361
H31 -24.722 -2.655 9.337
H32 -24.944 -3.305 5.833
H33 -25.605 -2.054 6.687
C13 -16.354 2.786 7.587
O4 -17.579 2.044 7.936
H34 -16.459 3.243 6.553
H35 -16.214 3.535 8.351
H36 -15.588 2.036 7.666
H37 -18.346 2.560 8.166
C14 -16.727 -0.794 9.440
O5 -18.128 -0.882 9.554
H38 -16.312 -0.944 10.433
H39 -16.400 -1.659 8.830
H40 -16.241 0.085 9.004
H41 -18.616 -0.637 8.778
C15 -17.596 -5.446 9.072
O6 -18.104 -6.344 8.111
H42 -18.006 -5.625 10.065
H43 -16.516 -5.393 9.126
H44 -17.955 -4.459 8.842
H45 -18.044 -7.248 8.478
C16 -19.915 -2.201 5.993
O7 -19.978 -2.116 7.455
H46 -20.140 -3.229 5.647
H47 -20.600 -1.516 5.584
H48 -18.908 -1.941 5.701
H49 -20.630 -2.702 7.774
C17 -20.659 -1.722 11.983
O8 -20.208 -2.494 10.869
H50 -21.063 -0.803 11.624
H51 -21.443 -2.363 12.403
H52 -19.864 -1.431 12.641
H53 -19.617 -1.996 10.278
C18 -13.033 -0.218 6.755
O9 -14.231 -0.147 7.536
H54 -12.317 0.596 6.992
H55 -12.461 -1.118 6.899
H56 -13.252 -0.022 5.697
H57 -14.721 -0.921 7.259
O10 -15.460 -2.315 5.821
H58 -15.941 -3.118 6.095
H59 -15.979 -1.936 5.113
O11 -17.112 -5.100 5.651
H60 -16.807 -5.899 5.235
H61 -17.544 -5.374 6.470

Cartesian forces (eV/Å) of the 6 atoms listed first:
C 1.28 0.40 -0.82
O -0.57 -0.11 -0.11
C 0.17 -0.41 -0.14
C 0.09 0.55 0.84
C -1.62 -0.95 1.43
N 0.34 -0.42 1.20



[4]
10 unconnected molecules or ions with the total composition C30H60O30 at a distorted geometry, computed with ωB97M-V/def2-TZVPD.

As for the HOMO energy: -10.49 eV. The value obtained for the relative energy (zero: lowest compared OMol25 entry of this formula, charge and spin) is 783.89 kJ/mol. Its LUMO energy is 0.20 eV.

CARTESIAN COORDINATES (ANGSTROEM)
C1 2.803 3.979 -3.273
O1 3.068 4.043 -4.722
C2 2.803 2.945 -5.525
O2 2.455 1.864 -5.119
O3 2.825 3.341 -6.863
C3 2.181 2.567 -7.803
H1 1.722 4.047 -3.153
H2 3.157 4.803 -2.653
H3 2.960 2.991 -2.841
H4 2.441 1.521 -7.637
H5 2.601 2.708 -8.799
H6 1.115 2.795 -7.795
C4 7.796 -0.987 1.874
O4 8.902 -0.047 1.989
C5 8.608 1.257 2.048
O5 7.573 1.856 1.865
O6 9.662 1.810 2.607
C6 9.856 3.202 2.576
H7 8.044 -2.048 1.901
H8 7.250 -0.754 0.960
H9 7.094 -0.925 2.705
H10 8.971 3.752 2.898
H11 10.188 3.436 1.565
H12 10.706 3.495 3.192
C7 -0.811 -8.528 -7.504
O7 0.026 -7.457 -7.440
C8 -0.209 -6.316 -6.767
O8 -1.196 -5.998 -6.140
O9 0.794 -5.495 -7.035
C9 0.742 -4.227 -6.294
H13 -1.114 -8.704 -6.472
H14 -0.288 -9.409 -7.876
H15 -1.713 -8.361 -8.092
H16 0.975 -4.341 -5.235
H17 -0.186 -3.698 -6.511
H18 1.467 -3.534 -6.721
C10 0.944 -7.614 -0.854
O10 0.233 -8.804 -0.511
C11 -0.957 -8.909 0.170
O11 -1.674 -7.968 0.425
O12 -1.153 -10.213 0.421
C12 -2.314 -10.535 1.239
H19 1.100 -6.914 -0.034
H20 0.386 -7.138 -1.660
H21 1.858 -7.682 -1.444
H22 -3.069 -11.109 0.702
H23 -2.732 -9.783 1.909
H24 -1.833 -11.260 1.897
C13 -3.401 8.587 6.848
O13 -2.941 7.629 5.906
C14 -3.158 7.784 4.609
O14 -3.703 8.758 4.013
O15 -2.636 6.741 4.088
C15 -2.728 6.536 2.663
H25 -4.451 8.672 7.128
H26 -3.136 9.583 6.493
H27 -2.856 8.548 7.792
H28 -1.838 6.065 2.245
H29 -2.762 7.558 2.286
H30 -3.549 5.883 2.369
C16 -6.289 -6.703 -3.327
O16 -6.852 -5.384 -3.566
C17 -8.178 -5.163 -3.929
O17 -9.117 -5.985 -3.874
O18 -8.235 -3.866 -4.015
C18 -9.491 -3.311 -4.081
H31 -6.058 -7.088 -4.320
H32 -6.931 -7.412 -2.805
H33 -5.330 -6.742 -2.810
H34 -10.043 -3.477 -5.006
H35 -9.556 -2.226 -3.998
H36 -10.096 -3.678 -3.252
C19 -2.080 0.284 5.887
O19 -2.540 -0.745 5.065
C20 -3.803 -0.832 4.796
O20 -4.642 0.105 4.944
O21 -3.932 -1.974 4.157
C21 -5.221 -2.240 3.477
H37 -2.639 1.219 5.863
H38 -1.030 0.548 5.757
H39 -2.174 -0.127 6.892
H40 -5.516 -1.600 2.645
H41 -6.153 -2.173 4.039
H42 -5.244 -3.262 3.097
C22 6.730 2.677 8.706
O22 7.413 2.865 9.909
C23 7.662 1.835 10.642
O23 7.200 0.699 10.453
O24 8.613 2.118 11.427
C24 8.978 1.312 12.529
H43 6.463 3.595 8.183
H44 5.784 2.134 8.719
H45 7.415 2.091 8.092
H46 9.841 1.768 13.013
H47 9.161 0.318 12.121
H48 8.154 1.267 13.241
C25 -3.416 8.621 -8.341
O25 -3.595 8.031 -7.104
C26 -2.666 7.268 -6.446
O26 -1.901 6.442 -7.041
O27 -3.017 7.209 -5.150
C27 -2.907 6.011 -4.387
H49 -3.552 9.667 -8.067
H50 -4.147 8.416 -9.123
H51 -2.388 8.538 -8.693
H52 -2.608 5.134 -4.960
H53 -3.876 5.831 -3.921
H54 -2.197 6.206 -3.584
C28 -1.494 -1.432 -1.311
O28 -0.256 -0.840 -0.784
C29 -0.304 0.264 0.033
O29 -1.229 1.132 -0.033
O30 0.866 0.270 0.905
C30 1.190 1.464 1.697
H55 -2.383 -1.072 -0.794
H56 -1.607 -2.510 -1.423
H57 -1.585 -1.060 -2.331
H58 1.468 2.228 0.970
H59 2.071 1.427 2.338
H60 0.375 1.907 2.269

Cartesian forces (eV/Å) of the 6 atoms listed first:
C -1.92 -1.27 -0.68
O 0.50 -0.51 -0.45
C -1.36 0.86 0.23
O 0.59 0.75 -0.48
O 1.51 1.49 3.22
C -0.13 -1.76 -0.77



[5]
A molecular structure, C24H61BF3I2InNO13S at a distorted geometry, computed with ωB97M-V/def2-TZVPD.

As for the HOMO energy: -5.20 eV. Its charge is -1. Its LUMO energy is 1.86 eV.

CARTESIAN COORDINATES (ANGSTROEM)
C1 -3.664 1.536 -0.817
C2 -2.677 2.377 0.056
C3 -3.189 3.614 0.669
C4 -2.378 4.490 1.500
C5 -0.979 4.136 1.702
C6 -0.475 2.927 1.080
C7 -1.260 2.001 0.273
C8 -0.723 0.687 -0.355
In1 1.283 0.020 0.502
B1 1.405 0.220 2.760
O1 1.330 1.460 3.485
N1 1.550 -1.022 3.608
C9 1.916 -0.628 5.000
C10 0.169 -1.568 3.698
C11 1.620 -2.169 -0.011
I1 -0.290 -3.263 0.141
C12 2.669 -2.902 0.896
C13 3.197 -4.265 0.266
I2 4.428 -1.730 1.376
S1 3.023 1.335 -0.780
O2 2.454 2.686 -1.003
O3 4.352 1.413 -0.147
C14 3.114 0.569 -2.522
F1 4.305 -0.078 -2.757
F2 2.046 -0.272 -2.765
F3 3.005 1.552 -3.489
H1 -3.033 0.869 -1.462
H2 -4.210 2.222 -1.524
H3 -4.390 0.943 -0.205
H4 -4.250 3.918 0.498
H5 -2.773 5.409 1.981
H6 -0.268 4.738 2.320
H7 0.603 2.687 1.229
H8 -0.549 0.902 -1.452
H9 -1.464 -0.153 -0.300
H10 0.360 1.589 3.599
H11 2.173 -1.524 5.636
H12 2.821 0.040 5.020
H13 1.092 -0.085 5.534
H14 -0.498 -1.051 4.439
H15 -0.352 -1.485 2.697
H16 0.167 -2.656 3.965
H17 1.948 -2.335 -1.076
H18 2.206 -3.201 1.875
H19 3.941 -4.745 0.960
H20 3.759 -4.059 -0.685
H21 2.378 -5.003 0.093
C15 -3.128 1.717 3.956
O4 -2.045 1.242 3.173
H22 -2.759 2.494 4.625
H23 -3.900 2.138 3.306
H24 -3.548 0.898 4.550
H25 -2.392 0.557 2.589
C16 5.065 -7.619 -1.148
O5 3.971 -7.287 -0.303
H26 5.285 -6.764 -1.784
H27 5.945 -7.854 -0.543
H28 4.805 -8.477 -1.774
H29 3.793 -8.055 0.250
C17 -5.226 7.390 0.952
O6 -4.669 6.788 2.117
H30 -4.449 7.966 0.451
H31 -5.593 6.615 0.278
H32 -6.044 8.055 1.233
H33 -5.371 6.284 2.543
C18 4.669 -2.990 -4.893
O7 3.712 -3.357 -3.910
H34 4.716 -3.776 -5.647
H35 4.369 -2.051 -5.366
H36 5.652 -2.877 -4.428
H37 3.687 -2.648 -3.255
C19 -1.727 -3.788 6.279
O8 -1.766 -3.573 4.875
H38 -1.349 -2.886 6.758
H39 -2.733 -4.001 6.652
H40 -1.061 -4.624 6.509
H41 -2.101 -4.381 4.471
C20 -8.774 8.098 -0.953
O9 -8.228 7.497 0.214
H42 -7.990 8.670 -1.447
H43 -9.140 7.326 -1.634
H44 -9.592 8.770 -0.679
H45 -8.936 6.996 0.635
C21 -1.258 -7.258 0.466
O10 -0.326 -7.456 1.522
H46 -2.205 -6.931 0.893
H47 -0.886 -6.490 -0.216
H48 -1.410 -8.196 -0.075
H49 0.502 -7.742 1.122
C22 -3.246 7.465 -2.469
O11 -4.326 6.632 -2.071
H50 -3.594 8.135 -3.254
H51 -2.898 8.057 -1.617
H52 -2.426 6.854 -2.853
H53 -3.995 6.049 -1.377
C23 2.096 -3.193 -8.102
O12 1.398 -3.672 -6.961
H54 1.368 -2.883 -8.851
H55 2.716 -2.336 -7.825
H56 2.721 -3.990 -8.514
H57 2.057 -3.940 -6.309
C24 7.080 -0.350 -2.999
O13 8.478 -0.494 -3.246
H58 6.537 -0.961 -3.716
H59 6.848 -0.688 -1.987
H60 6.789 0.695 -3.121
H61 8.938 0.054 -2.602

Cartesian forces (eV/Å) of the 6 atoms listed first:
C 1.10 0.53 -0.31
C 0.62 1.46 1.21
C 1.48 -0.28 0.33
C 1.39 -1.62 -0.63
C -1.22 -1.49 -1.31
C -0.71 0.11 -0.30



[6]
A molecular structure, C3H4N4O at a distorted geometry, computed with ωB97M-V/def2-TZVPD.

As for the HOMO energy: -8.72 eV. The value obtained for the relative energy (zero: lowest compared OMol25 entry of this formula, charge and spin) is 747.88 kJ/mol. Its LUMO energy is -0.66 eV.

CARTESIAN COORDINATES (ANGSTROEM)
C1 -0.311 1.683 -2.264
C2 -0.034 -0.321 0.320
C3 -0.708 -0.666 1.619
H1 -1.489 1.903 -2.388
H2 0.441 2.147 -3.079
H3 -1.365 -0.155 2.417
H4 1.914 -1.403 1.763
N1 0.415 1.022 -1.292
N2 -0.340 0.798 -0.295
N3 -0.152 -1.660 2.021
N4 0.864 -2.076 1.242
O1 0.765 -1.270 -0.062

Cartesian forces (eV/Å) of the 6 atoms listed first:
C 3.46 -0.17 -0.15
C -3.24 3.80 -0.15
C -2.02 3.94 -0.53
H 2.92 -0.72 0.98
H -2.19 -1.34 1.59
H 0.53 -0.38 -2.36